Model w:
Here is a cluster of 2 separate species, C3H11NS in total from OMol25. Energies are from ωB97M-V/def2-TZVPD.

Last column: Löwdin spin population.
Geometry (Å):
S -3.42508 -0.65528 0.86983  0.440
N 2.35339 0.80330 -0.77871  0.005
C -3.42964 -1.76140 2.32308  0.206
C 1.76942 -0.49226 -1.03044  0.049
C 2.38338 2.07801 -1.63832  0.035
H 2.95327 0.86309 0.02913  0.002
H -3.90574 0.57595 1.42758  0.152
H 2.37361 -1.28516 -1.55238  0.003
H 0.90138 -0.41473 -1.77495  0.012
H -3.61231 -2.80984 1.94837  0.008
H -4.37303 -1.57357 2.94792  0.041
H 1.93204 2.83563 -1.00800  0.008
H 1.78108 1.94992 -2.52322  0.006
H 1.28551 -0.69090 -0.06003  0.014
H 3.39412 2.50850 -1.80610  0.003
H -2.38140 -1.93126 2.62623  0.015

* highest occupied orbital energy (spin up / spin down): 1.148 / -4.672 eV
* total charge: -1
* LUMO energy (spin up / spin down): 0.1252 / 0.1232 Ha
* multiplicity: 2
* Kohn-Sham gap (spin up / spin down): 2.2582 / 8.0255 eV
* ⟨S²⟩: 0.751

Model x:
Here is a cluster of 2 separate species, C3H11NS in total from OMol25. Energies are from ωB97M-V/def2-TZVPD.

Last column: Löwdin spin population.
Geometry (Å):
S 1.99106 1.22294 1.13765  0.292
N -0.78774 -0.15068 -0.32525  0.017
C -1.59025 -1.20329 0.35051  0.189
C -1.71281 0.90830 -0.73726  0.104
C 3.05464 0.17135 0.03941  0.120
H -0.44050 -0.58450 -1.17979  0.017
H -2.39211 0.70092 -1.57924  0.013
H -2.33203 -1.72946 -0.25831  0.023
H 2.60587 -0.81712 -0.06774  0.020
H 3.93310 0.02723 0.66929  0.008
H -1.16531 1.84099 -0.88017  0.014
H -2.40842 1.11451 0.07987  0.023
H 3.31259 0.57624 -0.93166  0.005
H -0.95942 -1.92488 0.87282  0.044
H 0.93512 0.51695 1.62110  0.069
H -2.04378 -0.66951 1.18878  0.042

* highest occupied orbital energy (spin up / spin down): 1.293 / -4.909 eV
* total charge: -1
* LUMO energy (spin up / spin down): 0.1359 / 0.1383 Ha
* multiplicity: 2
* Kohn-Sham gap (spin up / spin down): 2.4041 / 8.6718 eV
* ⟨S²⟩: 0.751

model x takes first place; second place is 0.813 eV up.

Model w:
Here is a cluster of 2 separate species, C10H13O2 in total from OMol25. Energies are from ωB97M-V/def2-TZVPD.

Last column: natural (NBO) charge in e.
Geometry (Å):
O -1.87434 1.10565 -2.97738  -0.733
O 0.16867 0.18771 -2.95649  -0.826
C 0.39847 -1.57191 0.34933  0.019
C 1.99094 -0.30899 2.44101  -0.250
C -1.93443 1.91465 -0.46939  -0.615
C -0.76175 0.98329 -2.59903  0.799
C 2.64031 -0.97038 1.39771  -0.211
C -0.47794 1.76199 -1.15805  -0.543
C -0.52660 -1.77550 -0.78588  -0.730
C 0.50108 -0.28877 2.45156  -0.208
C -0.22566 -0.82168 1.43569  -0.216
C 1.79609 -1.69344 0.39780  -0.208
H 0.02543 0.37724 3.27855  0.200
H 0.02562 1.07842 -0.44671  0.193
H -0.20046 -1.37681 -1.86444  0.334
H -2.04518 2.09595 0.58267  0.167
H 2.47416 0.27559 3.19725  0.198
H -0.67555 -2.78129 -1.16032  0.215
H -1.52862 -1.23206 -0.67308  0.221
H 3.73923 -0.87198 1.25621  0.207
H -1.24648 -0.75207 1.41420  0.204
H -2.51049 1.17044 -0.73658  0.204
H 2.31430 -2.14028 -0.32391  0.192
H 0.07497 2.72923 -1.30795  0.188
H -2.14176 2.90498 -0.74279  0.197

* highest occupied orbital energy: -4.023 eV
* total charge: -1
* LUMO energy: 0.1293 Ha
* Kohn-Sham gap: 7.5427 eV

Model x:
Here is a cluster of 2 separate species, C10H13O2 in total from OMol25. Energies are from ωB97M-V/def2-TZVPD.

Last column: natural (NBO) charge in e.
Geometry (Å):
O -0.85731 3.90736 -0.21295  -0.781
O -0.10681 1.91657 -0.99727  -0.815
C 1.61384 1.43657 1.08361  -0.598
C -0.40678 -2.69913 0.12518  -0.243
C -0.10757 2.92413 -0.27271  0.789
C 0.65844 -1.95143 -2.10574  -0.654
C -1.85577 -1.11512 1.26419  -0.253
C -0.18537 -1.75659 -0.93111  -0.026
C -1.23984 -2.40423 1.10857  -0.234
C 1.13203 2.87176 0.75996  -0.540
C -1.68892 -0.19570 0.22190  -0.187
C -1.02788 -0.56049 -1.00409  -0.136
H 0.94680 3.64094 1.52152  0.199
H 2.47208 1.61536 1.65762  0.175
H -2.37376 -0.90552 2.15889  0.202
H -0.97277 0.00536 -1.84741  0.227
H 1.86624 0.75064 0.33673  0.214
H 1.86433 3.29847 0.12306  0.184
H 1.24980 -2.82111 -1.72317  0.199
H -2.01772 0.88077 0.27069  0.246
H 0.87311 1.06468 1.80784  0.192
H 1.42220 -1.12507 -1.98282  0.233
H 0.20127 -1.97133 -3.13282  0.226
H 0.19176 -3.63128 0.06201  0.192
H -1.65140 -3.17560 1.70834  0.191

* highest occupied orbital energy: -3.909 eV
* total charge: -1
* LUMO energy: 0.1253 Ha
* Kohn-Sham gap: 7.3195 eV

model x takes first place; second place is 0.828 eV up.

Model w:
Here is the ion C4H12BrN2 with charge +1 from OMol25. Energies are from ωB97M-V/def2-TZVPD.

Last column: natural (NBO) charge in e.
Geometry (Å):
Br -2.97906 -0.46040 -0.16037  -0.037
N -0.98627 1.36437 -1.03452  -0.779
N -1.49046 1.40176 1.44498  -0.884
C 0.02953 -0.66215 0.56726  -0.331
C 2.20562 -1.55785 -0.29072  -0.610
C 1.03772 -0.55658 -0.55851  -0.491
C -1.34029 0.63051 0.33632  0.269
H -0.19300 0.79087 -1.46271  0.473
H -0.53534 -1.62896 0.80091  0.255
H 0.41157 -0.39473 1.54868  0.219
H -1.79178 1.31038 -1.67131  0.464
H 3.08520 -1.12779 0.30578  0.236
H 1.41960 0.57182 -0.63929  0.202
H -0.70056 2.31913 -0.63275  0.466
H -1.27542 0.99983 2.36642  0.429
H 1.87707 -2.39918 0.32800  0.228
H -2.17390 2.15295 1.61861  0.420
H 2.64325 -1.94898 -1.26370  0.240
H 0.75652 -0.80499 -1.60309  0.230

* highest occupied orbital energy: -14.006 eV
* total charge: +1
* LUMO energy: -0.1195 Ha
* SMILES string: CCC[C@@](N)([NH3+])Br
* Kohn-Sham gap: 10.7545 eV

Model x:
Here is a cluster of 2 separate species, C4H12BrN2 in total from OMol25. Energies are from ωB97M-V/def2-TZVPD.

Last column: natural (NBO) charge in e.
Geometry (Å):
Br -0.51493 -0.98627 -2.26332  0.227
N -0.31135 0.37769 0.69281  -0.402
N 0.84791 -2.00637 -1.59692  -0.734
C 2.19139 -1.84450 -2.21097  -0.436
C -1.32501 -0.37910 0.41819  0.111
C -0.48515 1.85799 0.93270  -0.232
C -1.12378 2.05344 2.25694  -0.641
H 1.97543 -1.82846 -3.32619  0.208
H -1.16003 -1.43943 0.32970  0.241
H 2.67931 -2.78340 -2.03166  0.221
H -0.99124 2.21334 0.09554  0.225
H -2.31373 0.06175 0.26564  0.235
H 2.89835 -1.12511 -1.78073  0.216
H 0.51914 2.38227 0.92197  0.242
H 0.60992 -2.94809 -1.51034  0.384
H 0.56416 0.02194 0.88212  0.428
H -2.12710 1.64187 2.37895  0.221
H -0.60806 1.68537 3.18199  0.241
H -1.32523 3.04507 2.36359  0.244

* highest occupied orbital energy: -12.724 eV
* total charge: +1
* LUMO energy: -0.1678 Ha
* Kohn-Sham gap: 8.1566 eV

model w takes first place; second place is 0.634 eV up.

Model w:
Here is a cluster of 2 separate species, C11H12NO2 in total from OMol25. Energies are from ωB97M-V/def2-TZVPD.

Last column: natural (NBO) charge in e.
Geometry (Å):
O -0.84900 -2.82892 1.28577  -0.810
O 0.75661 -2.32050 2.68534  -0.794
N -0.13913 0.03028 0.50803  -0.519
C -0.67607 1.22574 -0.01643  0.127
C -0.05596 -3.13343 2.20894  0.745
C 2.12676 0.35487 -2.37425  -0.625
C 0.00167 2.66125 -1.83528  -0.196
C -0.93900 3.56845 -1.47768  -0.258
C 0.96639 -0.36707 -0.16149  0.032
C -1.69780 2.10466 0.33990  -0.231
C -1.78653 3.31358 -0.35305  -0.254
C 1.15461 0.51320 -1.27086  -0.143
C 0.18602 1.51150 -1.10635  -0.098
C -0.38807 -4.42712 2.89512  -0.732
H 1.37274 -1.30324 0.15502  0.242
H -2.41517 1.89621 1.13715  0.211
H -0.48417 -0.64878 1.25795  0.481
H -1.12977 -4.94463 2.26105  0.215
H 0.62956 -4.91005 2.97045  0.200
H 2.83548 -0.42593 -2.12250  0.218
H 0.67412 2.89307 -2.69652  0.194
H 2.59049 1.25783 -2.77359  0.200
H -0.66893 -4.30297 3.91547  0.208
H 1.69893 -0.09759 -3.30495  0.195
H -1.13039 4.47271 -2.04747  0.196
H -2.63339 3.90686 -0.07980  0.197

* highest occupied orbital energy: -4.337 eV
* total charge: -1
* LUMO energy: 0.1248 Ha
* Kohn-Sham gap: 7.7318 eV

Model x:
Here is a cluster of 2 separate species, C11H12NO2 in total from OMol25. Energies are from ωB97M-V/def2-TZVPD.

Last column: natural (NBO) charge in e.
Geometry (Å):
O -2.73897 0.15858 -1.36811  -0.817
O -3.11017 -1.58114 -0.02112  -0.790
N 0.04214 -0.67330 -0.62712  -0.512
C 2.06214 2.53130 0.87229  -0.257
C -5.00309 -0.45181 -0.85000  -0.732
C 2.69485 1.31508 0.74175  -0.242
C 3.19781 -1.90064 0.81185  -0.625
C 2.06936 -1.19082 0.19863  -0.163
C 0.03616 1.77744 -0.20872  -0.202
C 1.88747 0.24398 0.27530  -0.031
C -3.49699 -0.60372 -0.71189  0.757
C 0.73316 2.72279 0.48328  -0.245
C 0.92777 -1.68610 -0.34672  -0.009
C 0.59166 0.49799 -0.22061  0.122
H 4.08647 -1.96050 0.19566  0.201
H 0.69712 -2.74149 -0.32197  0.205
H -5.24335 -0.66008 -1.92638  0.203
H 2.71003 3.35460 1.18890  0.193
H -0.90133 -0.84943 -0.97100  0.477
H 3.68957 1.07764 1.12881  0.200
H -5.33092 0.58518 -0.79911  0.203
H 0.32765 3.71818 0.52574  0.196
H 2.95240 -2.93482 1.16374  0.207
H -5.51755 -1.16284 -0.21301  0.208
H -0.83270 1.98053 -0.82153  0.248
H 3.46928 -1.56660 1.82132  0.208

* highest occupied orbital energy: -4.526 eV
* total charge: -1
* LUMO energy: 0.1230 Ha
* Kohn-Sham gap: 7.8735 eV

model x takes first place; second place is 0.322 eV up.